126
Properties=species:S:1:pos:R:3:forces:R:3 method="wB97M-V/def2-TZVPD" e_homo_ev=-9.1992 de_lowest_kcal_mol=171.4 e_lumo_ev=-3.80 gap_ev=5.40 total_charge=+1
C 1.66077 3.85883 0.41250 -0.8 0.3 1.0
C 1.28225 3.14919 1.78095 0.8 -1.2 -1.2
C 1.43287 1.55619 1.54379 -1.2 0.7 0.9
C 0.06800 0.90608 2.06676 0.5 -1.9 0.2
C -0.89029 0.53177 0.85993 2.4 -0.7 0.0
N -2.30586 0.30097 1.21772 -0.4 1.9 -1.9
N -2.56857 -0.63941 2.20795 0.1 -0.1 1.5
C -2.73522 -0.13527 3.34953 0.2 0.6 -1.5
O -2.90652 0.39575 4.35158 0.0 -0.8 0.1
C -3.30029 0.88498 0.57535 -1.4 -0.9 0.5
N -4.61269 0.49939 1.00211 0.6 0.8 -0.1
C -5.50930 1.60841 1.36402 -0.5 2.2 0.1
C -4.96421 2.55354 2.54035 -0.8 -0.3 0.3
C -5.35237 4.07646 2.34178 0.0 0.3 0.3
C -6.88268 4.32800 2.00367 -0.7 0.0 1.4
O -7.08512 5.41067 1.05046 1.3 -1.1 -0.9
C -6.85590 4.98772 -0.25487 0.0 -0.2 -2.2
C -5.99045 5.87708 -1.23770 0.3 0.6 0.4
O -7.31248 3.96417 -0.73090 0.5 0.9 1.5
C -5.22372 -0.59280 0.19993 0.0 -0.8 0.3
C -6.52353 -0.22862 -0.60828 -0.9 -1.6 0.2
C -6.99154 -1.57155 -1.34496 1.3 0.3 0.5
F -6.39118 0.85890 -1.49940 0.3 -1.2 0.8
N -3.13401 1.82290 -0.48936 1.2 -0.3 0.4
B -2.80352 3.20976 -0.12743 0.6 1.9 0.9
N -3.01379 4.41067 -0.95470 1.6 -2.2 0.0
O -2.16698 3.43398 1.14264 -1.7 -0.5 -0.9
C -2.62577 1.32869 -1.74437 1.1 -1.6 -4.2
C -1.36313 1.78593 -2.38489 -1.6 -1.3 0.1
C -0.95271 1.21850 -3.66424 1.0 0.8 0.1
N -1.56939 0.29459 -4.48009 -1.6 1.6 4.2
C -2.74842 -0.06315 -3.86418 -0.9 -0.9 -0.2
C -3.33000 0.33575 -2.59005 1.6 1.3 0.3
H 1.51398 4.97209 0.57262 0.4 -1.2 -0.6
H 2.69583 3.59871 0.06242 -1.0 0.4 0.5
H 0.91917 3.48680 -0.36165 0.8 0.5 0.7
H 1.97028 3.40035 2.63386 -0.8 0.2 -0.9
H 0.20276 3.37003 2.04325 1.4 -0.1 -0.3
H 1.63720 1.30712 0.46103 -0.4 0.2 1.1
H 2.27975 1.11752 2.14045 -0.8 0.6 -0.6
H -0.44671 1.51198 2.86505 0.6 -0.3 -1.0
H 0.36614 -0.07982 2.55160 -0.6 1.1 -0.4
H -0.50319 -0.45751 0.44967 -0.6 1.1 0.4
H -0.70964 1.28457 0.05273 -1.0 -0.6 0.8
H -6.52469 1.25199 1.71351 1.4 -0.1 -0.6
H -5.72278 2.29210 0.47680 0.2 -0.9 0.8
H -3.85834 2.44939 2.71615 -1.0 0.1 -0.3
H -5.47612 2.21892 3.49705 0.8 0.3 -1.0
H -4.73938 4.62161 1.56259 -0.6 -0.8 0.6
H -5.13315 4.60430 3.32355 -0.2 -0.6 -1.2
H -7.45513 3.41602 1.68358 0.8 0.8 0.1
H -7.38294 4.69101 2.95505 0.5 -0.4 -1.2
H -5.15491 6.41839 -0.71532 -0.9 -0.5 -0.3
H -5.51225 5.24616 -2.04591 -0.9 0.4 1.2
H -6.61210 6.64866 -1.77422 0.4 -0.8 0.8
H -4.40500 -1.06652 -0.41966 -1.0 0.5 0.4
H -5.53428 -1.40382 0.93763 0.2 0.9 -1.0
H -7.35255 -0.00020 0.12615 1.0 0.2 -0.9
H -6.05954 -2.03892 -1.79405 -1.2 0.5 0.1
H -7.33161 -2.30291 -0.54654 0.1 1.0 -1.0
H -7.77291 -1.38393 -2.12696 0.7 -0.2 0.9
H -2.12800 4.93467 -0.86262 -0.9 0.2 0.0
H -3.09048 4.16162 -1.94741 -0.4 0.4 0.4
H -2.64224 4.13382 1.62911 0.6 -0.1 -0.3
H -0.70692 2.54607 -1.87985 -0.7 -0.9 -0.7
H 0.03696 1.58976 -4.07089 -1.3 -0.4 0.6
H -3.36301 -0.79798 -4.46909 0.7 0.9 0.8
H -4.31681 -0.08461 -2.27231 1.1 0.5 -0.6
O 2.14372 -3.44093 -2.45612 -0.6 3.2 -2.8
P 1.05841 -4.05502 -3.33767 0.5 -6.8 4.8
N -0.04464 -4.26503 -2.03609 -1.5 0.6 1.1
C -0.58734 -5.49575 -1.49986 0.0 -0.4 -0.5
C -0.61540 -3.06174 -1.44881 0.5 0.3 -0.3
N 1.93508 -5.51678 -3.63856 0.5 0.1 -0.2
C 1.42676 -6.86179 -3.41859 -0.4 -0.3 -0.7
C 3.35693 -5.51582 -3.27935 0.2 0.3 -0.1
N -0.16472 -4.66026 -4.46761 0.7 3.1 -1.7
C 0.28543 -4.28885 -5.83882 0.3 -0.2 -0.6
C -1.55532 -4.20351 -4.39244 -0.5 0.2 0.6
H -0.94029 -6.17391 -2.28396 0.2 -0.1 0.0
H -1.46894 -5.32584 -0.87493 0.1 0.3 0.0
H 0.14585 -6.02148 -0.88239 0.0 -0.1 0.0
H -1.32173 -2.58288 -2.14289 -0.2 0.2 0.1
H 0.16651 -2.32998 -1.21747 0.0 0.0 -0.1
H -1.15307 -3.25487 -0.51829 0.1 -0.2 -0.1
H 1.43821 -7.14065 -2.35904 0.0 0.0 0.0
H 2.04606 -7.59303 -3.94848 0.1 0.2 0.0
H 0.42355 -7.00628 -3.81769 0.0 0.2 0.1
H 3.49598 -5.57494 -2.19416 0.1 0.1 0.0
H 3.85712 -4.62295 -3.65232 -0.1 0.0 0.2
H 3.87897 -6.36412 -3.73201 -0.3 -0.1 0.0
H 0.29366 -3.19791 -5.96128 -0.2 -0.1 -0.2
H -0.36404 -4.71365 -6.60711 -0.1 0.0 0.2
H 1.29683 -4.64495 -6.03947 -0.1 -0.1 0.2
H -1.62681 -3.11088 -4.45276 -0.1 -0.1 -0.1
H -2.06646 -4.52874 -3.48500 0.4 0.0 0.1
H -2.14161 -4.63010 -5.20701 0.3 0.0 -0.2
O 5.83815 2.04836 2.75946 -3.4 -1.5 2.4
P 6.33585 0.61857 2.97688 7.0 2.3 -4.6
N 7.79500 1.12054 3.72354 1.0 0.3 1.4
C 9.15625 0.93287 3.26735 0.0 -0.6 -0.4
C 7.69193 1.71655 5.05036 -0.7 0.1 -0.1
N 6.59544 0.33105 1.28587 -0.5 0.1 -0.4
C 7.83992 -0.13396 0.69322 0.1 -0.8 -0.1
C 5.99610 1.29241 0.35641 -0.3 0.0 0.1
N 6.79557 -1.07363 3.23692 -3.4 -0.3 1.5
C 5.57034 -1.89669 3.03712 -0.3 -0.4 -0.5
C 7.34130 -1.52641 4.52248 0.5 0.4 0.5
H 9.34752 -0.09185 2.93079 0.0 0.1 -0.2
H 9.88840 1.09522 4.06289 -0.3 0.1 0.1
H 9.40620 1.62290 2.45694 0.1 -0.1 -0.1
H 7.41495 0.96124 5.79835 0.0 0.1 0.2
H 6.92561 2.49690 5.07094 0.0 0.0 0.0
H 8.62145 2.17890 5.38354 0.0 -0.1 -0.2
H 8.58436 0.66558 0.61287 0.0 0.0 0.0
H 7.66122 -0.50796 -0.32069 -0.1 0.1 0.0
H 8.27444 -0.97734 1.22779 0.0 0.2 0.2
H 6.54627 2.23997 0.34963 -0.1 0.1 0.0
H 4.95443 1.48944 0.61038 0.2 0.1 0.1
H 5.98771 0.90094 -0.66571 0.2 -0.2 0.2
H 4.82140 -1.66952 3.80758 0.1 -0.3 0.0
H 5.78918 -2.96583 3.07886 0.1 0.1 0.0
H 5.10840 -1.70034 2.06805 0.2 0.1 0.0
H 6.67282 -1.28915 5.35773 0.1 -0.2 0.0
H 8.32312 -1.10581 4.74167 -0.2 0.3 -0.2
H 7.49633 -2.60575 4.50606 -0.3 0.0 -0.2